18
Properties=species:S:1:pos:R:3 method="wB97M-V/def2-TZVPD" s_squared=0.751 total_charge=-1 homo_ev="1.044 / -5.067" e_above_lowest_kcal_mol=28.5 spin_multiplicity=2 e_tot_ev=-26011.417
H -2.98 1.76 -0.12
C 2.56 -3.01 -1.21
H -2.12 4.83 0.68
H -3.16 2.53 2.45
H 3.58 -3.40 -1.23
C 2.62 -1.48 -1.23
H -1.47 2.29 2.48
S 1.56 -3.78 0.10
H -2.52 0.91 2.13
H 1.82 -1.00 -0.67
H 3.56 -1.18 -0.76
C -2.37 1.97 1.94
H -1.38 2.31 0.03
H 2.63 -1.14 -2.27
H 0.96 -4.66 -0.82
H 2.12 -3.39 -2.14
S -3.06 4.04 0.13
C -2.35 2.41 0.50